# 1
82
Properties=species:S:1:pos:R:3:forces:R:3:mulliken_charge:R:1 method="wB97M-V/def2-TZVPD" e_lumo_ha=0.0075 homo_ev=-7.43 smiles="COc1ccc(/C=C/[C@@H](B2OC(C)(C)C(C)(C)O2)c2ccc(OC)cc2)cc1.Cc1ccc(-c2ccc(C(F)(F)F)cc2)o1" spin_multiplicity=1 homo_lumo_gap_ev=7.64 e_tot_ev=-55979.2308 max_force_ha_per_bohr=0.0671
C 7.134194 3.423405 -3.425582 -0.18 -0.71 -0.07 -0.820
O 6.841472 2.014539 -3.541288 0.05 0.70 0.15 -0.456
C 5.595645 1.582928 -3.209305 -0.91 -0.27 0.18 0.866
C 5.338441 0.206100 -3.428370 0.64 1.13 0.08 -0.731
C 4.099351 -0.312868 -3.152208 -0.76 0.19 0.27 -0.479
C 3.062559 0.492354 -2.626317 1.27 0.75 -0.17 0.142
C 1.785000 -0.100991 -2.323211 -1.06 0.36 0.73 -0.216
C 0.850891 0.422898 -1.508107 0.05 -0.32 -1.20 -0.980
C -0.409323 -0.359529 -1.255696 0.21 -0.53 -1.47 0.998
B -0.027176 -1.508219 -0.310309 -0.27 1.23 2.26 0.550
O 1.118676 -1.307511 0.456999 -0.47 -1.06 -0.96 -0.476
C 1.608697 -2.622490 0.724926 0.08 -0.06 0.52 1.821
C 2.810684 -2.916054 -0.175327 0.16 -0.09 -0.14 -2.062
C 2.120146 -2.613422 2.155088 0.16 -0.15 0.28 -1.783
C 0.342298 -3.568408 0.476517 0.13 -0.51 0.11 1.807
C 0.594627 -4.703977 -0.513196 0.25 -0.15 -0.10 -1.946
C -0.190859 -4.219830 1.739198 -0.25 0.02 0.30 -1.917
O -0.669692 -2.695019 -0.081768 0.78 -0.02 -0.49 -0.578
C -1.704890 0.376915 -1.346515 -0.45 0.45 -0.29 0.224
C -2.908560 -0.348417 -1.357668 0.40 0.10 0.01 -0.561
C -4.084881 0.238806 -1.757002 -0.50 1.08 -0.15 -0.827
C -4.096628 1.607063 -2.140984 0.76 0.00 0.30 0.638
O -5.307946 2.126079 -2.470916 -0.20 0.32 -0.39 -0.480
C -5.409163 3.466672 -3.002609 0.16 -0.83 0.53 -0.760
C -2.897868 2.351023 -2.114691 -1.18 -0.01 -0.03 -0.493
C -1.731460 1.729019 -1.704231 0.41 -0.51 0.13 -0.472
C 3.329990 1.860189 -2.387766 0.17 -0.92 -0.34 -0.826
C 4.571627 2.408768 -2.684130 0.77 -0.37 -0.28 -0.467
H 8.185862 3.492019 -3.700048 -0.12 0.16 0.07 0.248
H 6.523791 4.011240 -4.124697 0.08 -0.15 0.15 0.343
H 6.981235 3.790873 -2.401158 0.07 -0.15 -0.21 0.313
H 6.151543 -0.404359 -3.808932 -0.14 0.05 -0.01 0.411
H 3.904108 -1.372692 -3.334359 0.04 0.29 0.06 0.335
H 1.596183 -1.083426 -2.767907 0.02 0.20 0.10 0.444
H 0.954803 1.411731 -1.066262 0.19 -0.31 0.17 0.537
H -0.475316 -1.044272 -2.147385 0.08 0.44 0.15 0.226
H 3.234446 -3.884356 0.121571 -0.01 0.16 -0.25 0.492
H 2.603278 -2.923948 -1.254539 -0.15 -0.05 0.34 0.185
H 3.580657 -2.153063 -0.014111 -0.20 -0.07 0.05 0.490
H 2.502036 -3.615202 2.394300 -0.13 0.27 0.27 0.373
H 2.957550 -1.907504 2.223650 -0.14 -0.15 -0.08 0.503
H 1.364082 -2.280755 2.880302 0.16 -0.29 -0.27 0.119
H 1.358562 -5.361035 -0.067315 -0.16 0.11 -0.38 0.405
H -0.319220 -5.302462 -0.641224 0.22 0.28 0.03 0.466
H 0.931643 -4.362785 -1.504973 -0.11 -0.09 0.41 0.250
H 0.550012 -4.940871 2.111309 -0.22 0.25 0.08 0.384
H -0.436060 -3.490495 2.518067 0.12 -0.11 -0.08 0.080
H -1.105834 -4.777790 1.508246 0.15 0.13 -0.04 0.552
H -2.889906 -1.400158 -1.072960 -0.02 0.15 -0.09 0.363
H -5.034451 -0.300251 -1.768705 0.32 0.11 -0.02 0.394
H -6.464823 3.554331 -3.260705 0.19 0.15 -0.07 0.257
H -5.153155 4.195007 -2.222985 0.03 -0.05 -0.24 0.243
H -4.776040 3.590262 -3.891384 -0.12 0.00 0.21 0.323
H -2.883081 3.411680 -2.397115 -0.06 -0.53 0.17 0.387
H -0.807641 2.312152 -1.690584 -0.33 -0.21 -0.09 0.418
H 2.548363 2.492422 -1.981909 0.09 0.00 -0.08 0.395
H 4.759829 3.467703 -2.506412 -0.10 -0.31 -0.06 0.336
C -2.783311 -2.798476 5.419938 -0.65 -0.73 0.49 -1.295
C -1.874265 -1.811712 4.855064 1.34 0.72 -0.63 0.413
C -0.632052 -1.375234 5.240825 -0.44 -0.07 -0.37 -0.573
C -0.241180 -0.375017 4.294750 -1.25 0.19 -0.80 -0.675
C -1.284848 -0.258644 3.374825 1.94 -2.20 1.82 0.170
C -1.538361 0.634297 2.311733 -0.84 1.54 -1.19 1.153
C -0.714098 1.761198 2.068439 -0.29 -0.17 0.42 -0.458
C -1.287427 2.947678 1.628058 -0.14 -0.41 -0.14 -1.211
C -2.657590 2.979952 1.352122 -0.06 -0.02 0.13 0.544
C -3.308305 4.282970 1.011890 -0.12 0.13 -0.37 0.834
F -4.496819 4.106223 0.359159 0.71 0.34 0.56 -0.254
F -3.555067 5.035074 2.121904 0.03 -0.24 -0.78 -0.286
F -2.516706 5.028355 0.183721 -0.53 -0.19 0.55 -0.285
C -3.422122 1.815416 1.382602 0.32 0.13 -0.58 -0.769
C -2.822039 0.617525 1.724195 -0.17 0.03 0.40 -0.472
O -2.259821 -1.179949 3.701092 0.44 0.31 0.49 -0.420
H -2.468269 -3.038211 6.442016 -0.05 0.02 -0.23 0.360
H -3.801961 -2.399824 5.470848 0.09 -0.12 -0.04 0.310
H -2.805596 -3.737974 4.847127 -0.03 0.27 0.07 0.265
H -0.058724 -1.742701 6.089359 -0.28 0.20 -0.23 0.449
H 0.636851 0.253120 4.321112 -0.03 -0.14 -0.03 0.503
H 0.346852 1.716048 2.321942 -0.35 0.10 0.14 0.392
H -0.694552 3.855136 1.562056 -0.04 -0.17 -0.15 0.492
H -4.476976 1.843402 1.122913 0.26 -0.03 -0.15 0.387
H -3.391958 -0.312645 1.624964 0.20 0.40 0.53 0.437

# 2
97
Properties=species:S:1:pos:R:3:forces:R:3:mulliken_spin:R:1 method="wB97M-V/def2-TZVPD" charge=-2 e_lumo_ha="0.1120 / 0.1120" homo_ev="-1.34 / -1.45" spin_multiplicity=2 homo_lumo_gap_ev="4.39 / 4.50" e_tot_ev=-536668.7810 max_force_ha_per_bohr=0.0658
Mn 0.571732 0.234758 -0.101354 -0.06 -0.20 0.23 0.952
Br -0.522453 -0.865441 -6.826622 -0.10 0.08 -0.38 0.000
C -0.081271 -1.094998 -5.009562 0.09 -0.59 -0.14 -0.005
C 0.341261 -2.331456 -4.552693 -0.25 0.35 -0.43 0.007
Br 0.529535 -3.776716 -5.745460 0.02 -0.30 -0.23 0.000
C 0.632437 -2.504433 -3.201661 0.08 0.12 0.24 0.002
Br 1.196494 -4.168659 -2.519571 0.08 -0.19 0.21 0.000
C 0.548009 -1.449436 -2.302876 0.03 -0.06 -0.18 -0.015
O 0.831145 -1.540817 -1.050310 0.32 0.27 0.47 0.021
C 0.157967 -0.146273 -2.785264 0.01 -0.19 0.06 0.007
O 0.167520 0.803111 -1.915843 -0.23 0.84 -0.53 -0.009
C -0.186802 -0.020172 -4.126508 0.03 0.14 0.29 0.014
Br -0.787616 1.667400 -4.720194 0.09 0.34 0.02 0.000
C -2.869634 3.938440 4.229922 0.23 -0.34 -0.22 0.000
C -2.068653 3.304068 3.089176 0.15 0.52 0.20 -0.001
C -1.874012 4.299998 1.952370 0.16 -0.33 0.09 -0.001
O -2.750644 2.134949 2.649541 0.11 -0.30 -0.08 0.000
P -1.802963 0.860911 2.133862 -0.68 0.27 0.38 0.000
O -0.885398 1.459638 1.151348 0.38 0.05 -0.44 0.001
C -3.275096 -0.099664 1.622080 0.59 0.17 -0.42 0.001
P -3.204181 -0.302666 -0.189818 -0.67 0.03 -0.45 -0.003
O -1.945276 -0.420288 -0.915691 -0.58 0.00 0.21 0.010
O -4.172273 0.929853 -0.598314 0.22 -0.68 0.64 0.001
C -3.933818 1.831940 -1.682611 0.03 0.58 -0.68 0.000
C -3.915001 1.099927 -3.016088 -0.14 -0.03 0.34 0.001
C -2.666815 2.641773 -1.460464 -0.16 -0.24 0.18 -0.005
O -4.103323 -1.601713 -0.495309 0.05 0.05 0.13 0.000
C -5.429999 -1.735036 0.001271 -0.45 -0.16 -0.03 0.000
C -5.552443 -3.067187 0.732621 0.16 0.35 -0.10 0.000
C -6.410984 -1.660969 -1.165454 0.28 0.16 0.23 0.000
O -1.168298 0.409302 3.534869 -0.07 0.04 -0.15 0.008
C -1.821127 0.544874 4.788654 -0.30 0.07 0.70 0.000
C -0.821007 1.120727 5.788105 -0.19 -0.06 -0.42 0.000
C -2.355901 -0.803674 5.254206 0.11 0.34 -0.20 0.000
H -2.339861 4.815634 4.595923 0.00 0.11 0.07 0.000
H -3.004073 3.239554 5.053411 0.01 0.00 0.10 0.000
H -3.854363 4.238365 3.877130 -0.10 0.06 -0.09 0.000
H -1.073729 3.012679 3.451174 -0.05 0.08 0.03 0.000
H -2.833615 4.584048 1.523499 -0.12 0.04 -0.03 0.000
H -1.256228 3.837772 1.186523 0.00 0.04 -0.10 0.000
H -1.368831 5.190920 2.327464 0.01 0.08 0.01 0.000
H -4.165306 0.468499 1.872094 -0.03 0.10 -0.01 0.000
H -3.288453 -1.072153 2.093618 0.16 -0.17 0.04 0.001
H -4.809135 2.504319 -1.646662 0.22 -0.18 0.00 0.000
H -3.126795 0.352365 -2.997708 0.18 -0.03 -0.15 0.000
H -3.723567 1.805518 -3.820088 0.04 -0.01 -0.09 0.000
H -4.864012 0.598394 -3.196379 -0.16 -0.06 -0.03 0.000
H -1.790881 1.995887 -1.452312 0.12 -0.02 -0.13 0.008
H -2.717592 3.143428 -0.498865 -0.03 0.14 0.12 0.001
H -2.555819 3.379969 -2.251726 0.01 0.07 -0.09 0.000
H -5.648236 -0.912420 0.691569 -0.01 -0.05 0.02 0.000
H -5.349602 -3.882464 0.043636 0.02 -0.12 -0.10 0.000
H -6.555088 -3.179773 1.137638 -0.15 -0.04 0.05 0.000
H -4.834378 -3.124585 1.543872 0.09 -0.01 0.12 0.000
H -6.156422 -2.411957 -1.909324 0.03 -0.10 -0.07 0.000
H -6.363740 -0.678771 -1.628426 0.00 0.07 -0.08 0.000
H -7.422476 -1.838904 -0.806805 -0.15 -0.01 0.00 0.000
H -2.668079 1.229025 4.674214 0.16 -0.08 0.06 0.000
H 0.016249 0.436763 5.901544 0.12 -0.08 0.04 0.000
H -1.303740 1.270641 6.752373 -0.02 0.00 0.10 0.000
H -0.437072 2.070811 5.426589 0.08 0.11 0.00 0.000
H -1.548127 -1.529290 5.279228 0.07 -0.16 -0.01 0.000
H -3.128089 -1.153721 4.575951 -0.04 -0.13 -0.04 0.000
H -2.784015 -0.711039 6.249629 -0.06 0.04 0.16 0.000
Br -2.299760 -3.397854 2.900514 -0.11 -0.19 0.00 0.000
C -0.489179 -2.854104 3.010411 -0.30 0.42 -0.41 -0.001
C 0.350431 -3.578935 3.838066 0.97 0.07 0.12 0.002
C 1.694204 -3.283926 3.824334 -0.51 -0.65 0.49 -0.002
Br 2.829960 -4.270949 5.001563 0.01 -0.06 0.04 0.000
C 2.246325 -2.327216 2.957038 0.01 0.20 -0.15 0.003
C 3.626826 -2.107061 2.798960 0.17 0.63 -0.58 -0.006
C 4.048425 -1.178954 1.862782 0.09 -0.88 0.92 0.000
C 3.111599 -0.477482 1.128130 -1.38 0.31 -0.22 0.006
N 1.791177 -0.644750 1.272868 1.03 -0.05 0.36 -0.005
C 1.346380 -1.565558 2.161032 0.72 0.08 -0.13 0.004
C -0.071370 -1.781671 2.211463 -1.31 0.31 -0.42 -0.022
O -0.887289 -1.051081 1.514916 1.01 -0.93 0.42 0.016
H -0.044419 -4.356394 4.477699 0.04 0.00 -0.03 0.000
H 4.342881 -2.666876 3.384880 -0.06 -0.02 0.00 -0.001
H 5.102821 -1.008263 1.697431 0.02 0.05 -0.02 0.000
H 3.424709 0.263486 0.400626 -0.20 -0.06 -0.01 -0.001
O 1.705031 2.011073 2.299720 0.29 0.70 0.76 0.004
C 1.957297 2.509305 1.203581 -0.55 -1.23 -0.60 -0.010
O 1.693627 1.973948 0.078901 0.39 0.35 -0.11 0.016
C 2.662632 3.849139 1.136475 -0.10 0.18 0.51 0.000
C 2.699232 4.637602 2.287787 0.13 -0.05 -0.41 0.000
C 3.333547 5.870480 2.271384 -0.05 0.02 0.13 0.000
C 3.950795 6.324623 1.126525 0.22 0.07 -0.66 0.000
C 3.932823 5.531875 -0.031025 -1.17 -0.80 2.22 0.000
C 3.276592 4.293445 -0.020676 0.37 0.47 -0.44 0.000
N 4.590068 5.993764 -1.180013 1.64 0.96 -2.80 0.000
O 5.082809 7.144046 -1.160000 -0.66 -1.49 -0.06 0.000
O 4.680746 5.249946 -2.173519 -0.21 1.06 1.54 0.000
H 2.230700 4.261916 3.184095 -0.08 -0.14 0.04 0.000
H 3.350908 6.482444 3.163493 0.01 0.04 0.02 0.000
H 4.453594 7.280747 1.090394 -0.02 -0.04 0.04 0.000
H 3.251684 3.692579 -0.916814 -0.11 -0.11 0.00 0.002